{"formula": "C23H30N4O5", "method": "wB97M-V/def2-TZVPD", "charge": 0, "energy_ev": -40536.752, "smiles": "CCc1ccccc1N(CC(=O)NC[C@H]1CCCO1)C(=O)CCC(=O)Nc1cc(C)on1", "homo_lumo_gap_ev": 9.7435, "e_lumo_ev": 0.63, "homo_ev": -9.116, "de_lowest_kj_mol": 23.17, "species": ["C", "H", "H", "H", "C", "C", "C", "C", "C", "C", "C", "N", "C", "O", "C", "H", "C", "C", "O", "N", "C", "N", "O", "C", "C", "H", "C", "H", "H", "H", "H", "H", "H", "H", "C", "C", "O", "N", "H", "C", "H", "C", "C", "H", "C", "H", "H", "C", "H", "H", "O", "H", "H", "H", "H", "H", "H", "H", "H", "H", "H", "H"], "coordinates": [[2.13, 1.73, 2.46], [1.23, 2.30, 2.67], [2.81, 1.83, 3.30], [2.60, 2.14, 1.58], [1.78, 0.26, 2.22], [1.21, -0.38, 3.45], [2.04, -0.62, 4.55], [1.56, -1.19, 5.71], [0.22, -1.54, 5.81], [-0.62, -1.31, 4.74], [-0.13, -0.74, 3.57], [-1.06, -0.52, 2.51], [-1.27, -1.39, 1.51], [-2.10, -1.19, 0.63], [-0.44, -2.67, 1.54], [-0.89, -3.36, 2.25], [-0.42, -3.28, 0.14], [0.25, -2.31, -0.82], [0.93, -1.37, -0.46], [0.04, -2.60, -2.13], [0.49, -1.85, -3.20], [-0.01, -2.03, -4.40], [0.60, -1.14, -5.22], [1.49, -0.42, -4.51], [1.48, -0.83, -3.21], [2.06, -0.47, -2.39], [2.25, 0.64, -5.21], [2.14, 1.58, -4.67], [3.31, 0.39, -5.24], [1.89, 0.75, -6.22], [-0.62, -3.33, -2.39], [-1.44, -3.47, -0.20], [0.14, -4.22, 0.14], [0.57, -2.43, 1.86], [-1.89, 0.67, 2.62], [-1.40, 1.81, 1.70], [-0.91, 2.83, 2.13], [-1.60, 1.53, 0.40], [-1.98, 0.62, 0.16], [-1.12, 2.36, -0.67], [-0.30, 2.98, -0.29], [-0.61, 1.48, -1.82], [-1.77, 0.86, -2.61], [-1.44, -0.06, -3.10], [-2.08, 1.93, -3.66], [-2.92, 2.55, -3.35], [-2.31, 1.50, -4.63], [-0.78, 2.77, -3.72], [-0.30, 2.73, -4.70], [-0.98, 3.82, -3.47], [0.13, 2.22, -2.78], [-2.62, 0.62, -1.98], [0.08, 0.73, -1.41], [-1.91, 3.03, -1.03], [-2.92, 0.41, 2.34], [-1.86, 1.02, 3.65], [-1.66, -1.58, 4.80], [-0.16, -1.98, 6.72], [2.23, -1.36, 6.54], [3.09, -0.36, 4.47], [1.09, 0.18, 1.39], [2.69, -0.28, 1.94]]}


{"formula": "C55H39ClN5O6S3Sr", "method": "wB97M-V/def2-TZVPD", "charge": 1, "energy_ev": -123267.476, "homo_lumo_gap_ev": 8.3940, "e_lumo_ev": -2.41, "homo_ev": -10.800, "de_lowest_kj_mol": 139.88, "species": ["Sr", "N", "C", "C", "C", "C", "C", "C", "N", "C", "C", "C", "S", "C", "N", "H", "H", "H", "H", "H", "H", "H", "O", "C", "O", "C", "C", "Cl", "N", "N", "C", "C", "O", "O", "C", "C", "C", "C", "C", "C", "H", "H", "H", "H", "H", "H", "C", "C", "C", "C", "C", "C", "C", "S", "O", "C", "C", "C", "C", "C", "C", "C", "C", "C", "C", "C", "C", "C", "C", "C", "C", "C", "C", "C", "C", "S", "O", "C", "C", "C", "C", "C", "C", "C", "H", "H", "H", "H", "H", "H", "H", "H", "H", "H", "H", "H", "H", "H", "H", "H", "H", "H", "H", "H", "H", "H", "H", "H", "H", "H"], "coordinates": [[0.51, 2.22, 0.62], [2.23, 3.30, 4.54], [3.46, 2.75, 4.20], [4.61, 2.48, 4.94], [5.68, 1.97, 4.24], [5.61, 1.74, 2.85], [4.46, 2.01, 2.13], [3.36, 2.50, 2.83], [2.09, 2.87, 2.37], [1.47, 3.36, 3.41], [0.15, 3.99, 3.35], [-0.44, 4.77, 4.29], [-1.89, 5.42, 3.68], [-1.65, 4.60, 2.21], [-0.57, 3.88, 2.16], [1.97, 3.63, 5.45], [4.66, 2.67, 6.00], [6.60, 1.74, 4.77], [6.49, 1.36, 2.33], [4.42, 1.86, 1.06], [-0.08, 5.03, 5.28], [-2.36, 4.68, 1.38], [1.68, 3.89, -4.88], [2.58, 2.96, -4.68], [3.26, 2.51, -5.57], [2.72, 2.42, -3.28], [3.61, 1.43, -2.93], [4.81, 0.69, -3.89], [3.39, 1.08, -1.64], [2.42, 1.85, -1.10], [2.03, 2.68, -2.07], [1.00, 3.76, -1.73], [0.41, 4.34, -2.65], [0.85, 3.98, -0.48], [4.02, 0.11, -0.78], [3.22, -0.56, 0.14], [3.78, -1.47, 1.03], [5.15, -1.72, 1.00], [5.94, -1.03, 0.09], [5.39, -0.12, -0.80], [1.17, 4.11, -4.05], [2.16, -0.38, 0.17], [3.15, -1.97, 1.75], [5.59, -2.43, 1.69], [7.01, -1.20, 0.07], [6.03, 0.44, -1.47], [-1.62, -5.76, 3.76], [-1.37, -4.36, 3.26], [-2.10, -3.28, 3.75], [-1.89, -2.00, 3.29], [-0.92, -1.78, 2.33], [-0.16, -2.84, 1.82], [-0.39, -4.12, 2.29], [-0.68, -0.22, 1.57], [-0.10, 0.78, 2.53], [-2.34, 0.33, 1.23], [-2.83, 1.40, 2.00], [-4.02, 1.98, 1.65], [-4.71, 1.55, 0.49], [-5.93, 2.17, 0.09], [-6.59, 1.75, -1.02], [-6.07, 0.68, -1.80], [-4.91, 0.06, -1.44], [-4.20, 0.47, -0.28], [-2.99, -0.16, 0.13], [-2.54, -1.41, -0.59], [-3.35, -2.59, -0.38], [-4.45, -2.61, 0.53], [-5.16, -3.75, 0.76], [-4.82, -4.96, 0.10], [-3.78, -4.98, -0.78], [-3.02, -3.80, -1.03], [-1.92, -3.83, -1.92], [-1.15, -2.73, -2.09], [-1.43, -1.51, -1.40], [-0.09, -0.31, -1.40], [-0.65, 1.07, -1.12], [0.43, -0.34, -3.08], [1.50, -1.14, -3.44], [1.94, -1.12, -4.76], [1.36, -0.27, -5.70], [1.90, -0.17, -7.10], [0.30, 0.54, -5.30], [-0.18, 0.51, -4.00], [-2.59, -5.84, 4.28], [-0.84, -6.07, 4.47], [-1.62, -6.48, 2.94], [-2.87, -3.46, 4.51], [-2.49, -1.17, 3.68], [0.60, -2.65, 1.06], [0.19, -4.95, 1.89], [-2.27, 1.73, 2.87], [-4.43, 2.79, 2.24], [-6.31, 3.00, 0.68], [-7.51, 2.24, -1.32], [-6.61, 0.36, -2.68], [-4.52, -0.74, -2.05], [-4.73, -1.70, 1.05], [-5.99, -3.74, 1.46], [-5.39, -5.86, 0.30], [-3.50, -5.90, -1.29], [-1.71, -4.74, -2.47], [-0.32, -2.78, -2.78], [2.00, -1.76, -2.70], [2.78, -1.74, -5.05], [2.79, -0.78, -7.24], [2.16, 0.87, -7.32], [1.15, -0.49, -7.83], [-0.15, 1.23, -6.02], [-0.99, 1.17, -3.69]]}


{"formula": "C5H10O2", "method": "wB97M-V/def2-TZVPD", "charge": 0, "energy_ev": -9441.002, "smiles": "C=C(C)O.CC=O", "homo_lumo_gap_ev": 10.0507, "e_lumo_ev": 0.91, "homo_ev": -9.144, "de_lowest_kj_mol": 196.95, "species": ["C", "C", "O", "C", "C", "C", "O", "H", "H", "H", "H", "H", "H", "H", "H", "H", "H"], "coordinates": [[-0.67, 1.67, 0.73], [0.61, 1.56, -0.07], [1.70, 1.34, 0.42], [0.38, -1.17, -0.33], [-0.70, -1.72, 0.55], [0.16, -0.58, -1.52], [1.61, -1.32, 0.21], [-1.55, 1.53, 0.09], [-0.69, 2.69, 1.13], [-0.69, 0.98, 1.57], [-0.54, -1.40, 1.58], [-0.66, -2.81, 0.52], [-1.70, -1.39, 0.22], [0.98, -0.25, -2.14], [0.50, 1.80, -1.14], [-0.85, -0.42, -1.89], [2.10, -0.48, 0.12]]}


{"formula": "C2H4FNO3", "method": "wB97M-V/def2-TZVPD", "charge": 0, "energy_ev": -12480.730, "spin_multiplicity": 3, "homo_lumo_gap_ev": [5.9409, 8.8325], "e_lumo_ev": [0.77, -2.32], "homo_ev": [-5.174, -11.156], "de_lowest_kj_mol": 278.27, "species": ["C", "C", "N", "O", "O", "O", "F", "H", "H", "H", "H"], "coordinates": [[-1.76, -0.96, -0.04], [1.89, 0.45, 0.42], [0.50, 0.35, 0.17], [-0.25, -0.86, -0.03], [0.07, 1.36, -0.69], [2.54, 1.42, 0.19], [2.31, -0.59, 1.14], [-2.12, -0.36, -0.88], [-2.19, -0.64, 0.90], [-1.88, -2.02, -0.24], [0.87, 1.86, -0.94]]}


{"formula": "C4H12N3", "method": "wB97M-V/def2-TZVPD", "charge": 1, "energy_ev": -8806.087, "homo_lumo_gap_ev": 11.0981, "e_lumo_ev": -2.75, "homo_ev": -13.850, "de_lowest_kj_mol": 158.93, "species": ["C", "N", "C", "N", "H", "H", "H", "H", "H", "H", "C", "C", "N", "H", "H", "H", "H", "H", "H"], "coordinates": [[1.48, -2.08, -0.62], [-0.40, -2.20, 1.53], [-0.20, -1.10, 0.76], [0.59, -0.98, -0.25], [1.97, -1.76, -1.54], [0.91, -2.98, -0.85], [2.19, -2.31, 0.16], [0.33, -2.89, 1.51], [-0.72, -2.03, 2.47], [-0.88, -0.29, 0.99], [-0.53, 2.25, -0.01], [-1.67, 2.75, -0.44], [0.43, 1.59, -0.88], [-0.22, 2.34, 1.02], [-2.34, 3.18, 0.29], [-2.00, 2.65, -1.47], [0.57, 0.43, -0.64], [0.10, 1.65, -1.84], [1.37, 1.97, -0.78]]}


{"formula": "C20H32N2OS", "method": "wB97M-V/def2-TZVPD", "charge": 0, "energy_ev": -37102.131, "homo_lumo_gap_ev": 7.4695, "e_lumo_ev": -0.82, "homo_ev": -8.285, "de_lowest_kj_mol": 2077.17, "species": ["C", "H", "C", "C", "C", "C", "C", "C", "C", "C", "C", "C", "C", "N", "C", "O", "C", "H", "H", "S", "C", "C", "C", "C", "C", "N", "C", "H", "H", "H", "H", "H", "H", "H", "H", "H", "H", "H", "H", "H", "H", "H", "H", "H", "H", "H", "H", "H", "H", "H", "H", "H", "H", "H", "H", "H"], "coordinates": [[-6.75, -3.00, -0.31], [-6.47, -2.63, -1.41], [-7.33, -1.85, 0.43], [-6.67, -0.65, 0.48], [-5.36, -0.90, 1.08], [-4.79, 0.55, 1.54], [-4.49, 1.32, 0.40], [-3.44, 0.76, -0.82], [-3.06, 1.67, -1.95], [-1.98, 0.94, -2.84], [-0.61, 1.57, -2.57], [-0.12, 1.01, -1.34], [1.50, 1.03, -1.23], [2.02, 0.97, 0.23], [2.30, 1.83, 0.96], [2.15, 3.00, 1.01], [2.85, 1.09, 2.45], [2.24, 1.65, 3.32], [3.98, 1.55, 2.45], [2.44, -0.47, 2.46], [2.26, -0.49, 0.41], [3.45, -0.88, 0.02], [4.63, -0.01, -0.35], [5.72, -0.61, -0.80], [5.82, -1.85, -1.48], [4.90, -2.81, -1.00], [3.73, -2.51, -0.45], [2.96, -2.87, -0.29], [6.62, -2.52, -1.56], [6.67, -0.07, -1.12], [4.58, 1.04, -0.24], [1.43, -1.17, 0.13], [1.69, 2.32, -1.24], [2.02, 0.53, -1.90], [-0.22, -0.22, -1.12], [-0.49, 1.64, -0.39], [0.08, 0.93, -3.55], [-0.45, 2.48, -2.40], [-2.28, 1.33, -3.83], [-2.23, 0.03, -2.67], [-3.83, 1.85, -2.24], [-2.71, 2.64, -1.23], [-3.98, -0.20, -1.08], [-2.59, 0.29, -0.10], [-5.43, 1.74, -0.38], [-3.81, 2.33, 0.54], [-5.32, 1.12, 2.16], [-3.68, 0.33, 2.09], [-4.67, -1.26, 0.55], [-5.68, -1.15, 2.24], [-6.54, -0.22, -0.57], [-7.32, 0.17, 0.97], [-7.43, -2.26, 1.37], [-8.42, -1.84, 0.15], [-5.72, -3.35, 0.15], [-7.37, -3.79, -0.26]]}


{"formula": "C4H12", "method": "wB97M-V/def2-TZVPD", "charge": 0, "energy_ev": -4342.062, "smiles": "CC.CC", "homo_lumo_gap_ev": 12.8786, "e_lumo_ev": 1.17, "homo_ev": -11.712, "de_lowest_kj_mol": 44.97, "species": ["C", "C", "H", "H", "H", "H", "H", "H", "C", "C", "H", "H", "H", "H", "H", "H"], "coordinates": [[-1.24, -1.05, -1.75], [0.07, -1.81, -1.35], [-2.00, -1.13, -0.97], [-0.86, -0.07, -1.97], [-1.62, -1.55, -2.64], [0.30, -2.63, -2.03], [0.05, -2.15, -0.32], [0.91, -1.14, -1.56], [0.85, 0.96, 2.05], [0.27, 1.96, 1.02], [1.09, -0.02, 1.65], [1.72, 1.32, 2.59], [0.13, 0.75, 2.84], [-0.18, 1.41, 0.19], [1.03, 2.68, 0.73], [-0.54, 2.47, 1.53]]}


{"formula": "C15H22O4", "method": "wB97M-V/def2-TZVPD", "charge": 0, "energy_ev": -24101.454, "smiles": "C[C@@]12CC[C@@]3(CO1)[C@]1(C2)O[C@H]2C[C@@](CO)(O1)[C@]3(C)C2", "homo_lumo_gap_ev": 10.2095, "e_lumo_ev": 0.71, "homo_ev": -9.496, "de_lowest_kj_mol": 1.17, "species": ["O", "O", "O", "O", "C", "C", "C", "C", "C", "C", "C", "C", "C", "C", "C", "C", "C", "C", "C", "H", "H", "H", "H", "H", "H", "H", "H", "H", "H", "H", "H", "H", "H", "H", "H", "H", "H", "H", "H", "H", "H"], "coordinates": [[-3.15, -2.30, 1.08], [1.63, 2.09, -1.20], [0.01, 0.97, 1.87], [-1.47, -0.11, 0.44], [0.00, 3.68, -2.07], [-0.27, 1.20, -2.35], [-0.55, 2.25, -0.11], [-1.78, -2.55, 0.65], [-0.86, -1.08, 2.46], [1.92, 0.86, -0.46], [0.11, -0.20, -1.79], [1.12, -2.58, -0.22], [1.40, -1.05, 1.79], [0.23, 2.32, -1.42], [0.38, -0.25, 2.57], [-0.38, 0.81, 0.48], [-0.92, -1.35, 0.97], [0.63, -0.01, -0.33], [0.59, -1.31, 0.50], [-3.34, -1.36, 0.86], [0.67, 4.42, -1.62], [0.21, 3.66, -3.14], [-1.03, 3.99, -1.91], [-1.39, 1.29, -2.40], [0.13, 1.31, -3.35], [-0.12, 2.95, 0.59], [-1.60, 2.46, -0.18], [-1.37, -3.44, 1.11], [-1.74, -2.73, -0.44], [-0.77, -2.03, 3.00], [-1.72, -0.52, 2.84], [2.69, 0.30, -0.93], [2.20, 1.18, 0.53], [0.91, -0.65, -2.41], [-0.75, -0.91, -1.86], [0.59, -2.78, -1.20], [0.97, -3.43, 0.42], [2.22, -2.51, -0.40], [1.55, -2.00, 2.33], [2.36, -0.55, 1.68], [0.68, -0.06, 3.63]]}